No. 1
{"formula": "C20H26HfIN3O2S4", "method": "ωB97M-V/def2-TZVPD", "species": ["Hf", "C", "C", "N", "C", "C", "S", "C", "C", "N", "H", "H", "H", "H", "H", "H", "H", "H", "H", "H", "H", "H", "H", "H", "S", "C", "S", "S", "I", "C", "C", "C", "C", "C", "C", "C", "O", "O", "H", "H", "H", "H", "C", "C", "C", "C", "C", "C", "N", "H", "H", "H", "H", "H", "H", "H", "H"], "xyz": [[8.6728, 11.1807, 10.7581], [6.0018, 13.6181, 10.6304], [7.1224, 14.1046, 11.5923], [7.8115, 12.9452, 12.1505], [7.2512, 12.3687, 13.4443], [6.0034, 11.4691, 13.1982], [6.2317, 10.1333, 11.9491], [4.9137, 10.5181, 10.7571], [5.2907, 11.4620, 9.5762], [6.3453, 12.4076, 9.9010], [5.0926, 13.3946, 11.2269], [5.7510, 14.4582, 9.9657], [7.7969, 14.7170, 11.0429], [6.6477, 14.6523, 12.3917], [8.7257, 13.2537, 12.4283], [8.0338, 11.7615, 13.9188], [7.0357, 13.1636, 14.1664], [5.7201, 10.8743, 14.0914], [5.0675, 12.0238, 13.0013], [4.7492, 9.5494, 10.3457], [4.0230, 10.9086, 11.2540], [5.6975, 10.8187, 8.8164], [4.3536, 11.8749, 9.2727], [6.7322, 12.6476, 9.0120], [11.9808, 12.8704, 7.6643], [10.8911, 12.3965, 8.7562], [11.0060, 10.9928, 9.7735], [9.4472, 13.2812, 9.3932], [6.9393, 3.9985, 5.7788], [7.6306, 5.5645, 6.9506], [7.5742, 5.3419, 8.3065], [7.7830, 6.4578, 9.1410], [7.9846, 7.7189, 8.6543], [8.1790, 7.8993, 7.2967], [7.9639, 6.8205, 6.4767], [8.1980, 8.8956, 9.4918], [7.6437, 10.0016, 9.1250], [8.8540, 8.8945, 10.5751], [7.3020, 4.3879, 8.7056], [7.5554, 6.2256, 10.1958], [8.5195, 8.7757, 6.8248], [7.9820, 6.9440, 5.3660], [10.8734, 13.0304, 12.6833], [10.3027, 11.8010, 13.3568], [10.4499, 11.4792, 14.7120], [10.0378, 10.1055, 14.8338], [9.5417, 9.7245, 13.6024], [9.1886, 8.3065, 13.1647], [9.6360, 10.7302, 12.6777], [10.3601, 13.4774, 11.7411], [11.8944, 12.7529, 12.4014], [10.8530, 13.8230, 13.4585], [10.9337, 12.1005, 15.4276], [10.0550, 9.4392, 15.6777], [9.9146, 7.8716, 12.4852], [8.2795, 8.2258, 12.5562], [9.2393, 7.6695, 13.9996]], "de_lowest_kj_mol": 4.9, "energy_ev": -82479.41174, "lumo_energy_ev": 0.04, "gap_ev": 7.46, "spin_multiplicity": 1}



No. 2
{"formula": "C20H26KN3O6P2S2", "method": "ωB97M-V/def2-TZVPD", "species": ["K", "C", "P", "C", "C", "C", "P", "C", "C", "H", "H", "H", "H", "H", "H", "H", "H", "H", "H", "H", "H", "H", "H", "H", "H", "S", "C", "C", "N", "C", "S", "C", "N", "N", "C", "C", "O", "O", "H", "H", "H", "H", "H", "O", "C", "O", "C", "C", "C", "C", "O", "C", "O", "C", "C", "H", "H", "H", "H", "H"], "xyz": [[1.5281, 0.3830, 0.0398], [0.9317, 3.4901, 2.4630], [-0.3311, 2.1673, 2.3117], [-1.8023, 2.9769, 3.0796], [0.1892, 1.0766, 3.7135], [-0.5008, -0.3060, 3.6634], [-0.5238, -0.9185, 1.9015], [-0.6091, -2.7477, 2.1941], [-2.3052, -0.6611, 1.4918], [1.0102, 3.8394, 3.4975], [0.6552, 4.3231, 1.8146], [1.9035, 3.0992, 2.1455], [-2.2270, 3.6953, 2.3780], [-1.5176, 3.4831, 4.0067], [-2.5583, 2.2209, 3.3078], [0.0399, 1.5816, 4.6731], [1.2656, 0.9398, 3.5826], [-1.5193, -0.2672, 4.0653], [0.0603, -1.0226, 4.2678], [-1.3957, -3.0286, 2.9018], [0.3548, -3.0909, 2.5748], [-0.7909, -3.2492, 1.2407], [-2.9515, -1.1070, 2.2529], [-2.5061, -1.1179, 0.5210], [-2.5181, 0.4055, 1.4068], [3.5863, 0.3875, 2.5512], [5.0439, 0.9184, 1.7474], [6.2735, 0.4961, 2.3850], [7.2398, 0.1551, 2.9152], [5.1455, 1.6791, 0.6149], [3.8499, 2.3506, -0.3429], [6.4776, 1.9838, 0.1350], [7.5283, 2.2313, -0.2727], [0.2272, 2.7976, -2.9254], [0.1636, 3.0093, -1.4779], [-1.1553, 3.7008, -1.1207], [-1.9104, 3.9398, -2.1982], [-1.5085, 3.9963, -0.0067], [0.2080, 1.7876, -3.0989], [1.1236, 3.1113, -3.2753], [-1.3546, 3.5675, -2.9341], [0.9715, 3.6630, -1.1459], [0.2615, 2.0733, -0.9171], [0.4120, -0.0291, -2.9304], [-0.1895, -0.8519, -2.2025], [-0.3154, -0.7859, -0.9599], [-0.7989, -2.0668, -2.8992], [-0.5606, -2.2944, -4.2459], [-1.0943, -3.4066, -4.9089], [-1.8682, -4.2552, -4.1605], [-2.5125, -5.4015, -4.5691], [-3.1018, -5.9552, -3.3927], [-2.9321, -5.0261, -2.3305], [-2.1130, -4.0303, -2.8247], [-1.5929, -2.9526, -2.1589], [0.0581, -1.5790, -4.7705], [-0.9101, -3.5948, -5.9590], [-2.6024, -6.8958, -3.1445], [-4.1657, -6.1225, -3.5641], [-1.7660, -2.7656, -1.1072]], "total_charge": -2, "de_lowest_kj_mol": 65.9, "energy_ev": -94494.17209, "lumo_energy_ev": 3.63, "gap_ev": 4.47, "spin_multiplicity": 1}



No. 3
{"formula": "C20H26MnN2O2Si", "method": "ωB97M-V/def2-TZVPD", "species": ["C", "C", "C", "H", "C", "C", "H", "H", "H", "H", "Mn", "C", "H", "H", "H", "Si", "C", "C", "H", "C", "H", "C", "H", "C", "H", "C", "H", "C", "C", "H", "C", "H", "C", "H", "C", "H", "C", "H", "H", "H", "C", "O", "C", "O", "N", "N", "H", "H", "H", "H", "H", "H"], "xyz": [[2.8805, -2.9619, 1.0790], [2.6234, -2.3464, -0.1921], [2.8195, -0.9311, -0.0532], [2.4090, -2.8762, -1.1219], [3.1926, -0.6651, 1.3073], [3.2268, -1.9233, 2.0141], [3.6144, -2.0918, 3.0194], [2.9219, -4.0339, 1.2777], [2.8172, -0.1991, -0.8636], [3.5228, 0.2945, 1.7102], [1.1543, -1.5774, 1.3609], [-0.8450, 0.2934, 0.2221], [-0.3518, 1.3248, 0.2712], [-1.2370, 0.1065, 1.2297], [0.1023, -0.2682, -0.0338], [-1.6458, 1.6801, -0.7996], [-2.3248, 1.0378, -2.3971], [-1.5134, 0.5067, -3.4095], [-0.4296, 0.4512, -3.2714], [-2.1014, 0.0428, -4.5944], [-1.4669, -0.3571, -5.3870], [-3.4914, 0.1109, -4.7545], [-3.9459, -0.2534, -5.6749], [-4.3003, 0.6522, -3.7490], [-5.3802, 0.7316, -3.8838], [-3.7190, 1.1031, -2.5629], [-4.3300, 1.5047, -1.7507], [-0.5982, 3.1666, -1.1400], [-0.7223, 3.7977, -2.3884], [-1.4981, 3.4696, -3.0841], [0.1453, 4.8347, -2.7400], [0.0205, 5.3327, -3.6997], [1.1517, 5.2366, -1.8543], [1.8341, 6.0374, -2.1311], [1.2644, 4.6310, -0.5984], [2.0269, 4.9547, 0.1103], [0.3732, 3.6233, -0.2263], [0.4286, 3.1923, 0.7748], [-1.5489, -0.2291, -0.5144], [-2.7395, 1.8587, 0.2159], [0.1067, -5.5238, 4.2119], [0.4240, -4.1820, 4.7098], [0.4999, -3.2057, 3.8034], [0.2985, -3.3148, 2.5772], [0.8752, -2.0284, 4.3618], [0.8635, -0.8964, 3.4729], [0.5650, -6.1968, 4.9346], [0.5182, -5.6924, 3.2130], [-0.9791, -5.6533, 4.2087], [0.8141, -1.9242, 5.3745], [0.0194, -0.3453, 3.6803], [1.6547, -0.2983, 3.7354]], "total_charge": 1, "de_lowest_kj_mol": 0.0, "energy_ev": -67423.82471, "lumo_energy_ev": [-2.80, -2.80], "gap_ev": [6.11, 4.89], "spin_multiplicity": 5}



No. 4
{"formula": "C20H26MnN4O3", "method": "ωB97M-V/def2-TZVPD", "species": ["N", "C", "C", "H", "H", "H", "N", "C", "C", "H", "H", "H", "N", "C", "C", "H", "H", "H", "Mn", "C", "O", "C", "O", "C", "C", "C", "C", "C", "C", "H", "H", "H", "H", "H", "H", "O", "C", "C", "C", "C", "C", "C", "N", "H", "H", "H", "H", "H", "H", "H", "H", "H", "H", "H"], "xyz": [[1.5715, 3.0075, -0.1844], [0.8393, 3.8433, 0.1938], [0.2117, 5.0143, 0.7058], [-0.8642, 5.0004, 0.6532], [0.5611, 5.9020, 0.1065], [0.5153, 5.2104, 1.7528], [3.0882, -1.9143, -0.8486], [4.0004, -2.5451, -0.5677], [5.1084, -3.3032, -0.1342], [6.0793, -3.0558, -0.6174], [5.0123, -4.3965, -0.2764], [5.3118, -3.1792, 0.9522], [-2.0726, -2.1633, -1.2566], [-2.9702, -2.1233, -0.5067], [-3.9393, -2.0411, 0.4223], [-3.7579, -2.6981, 1.2784], [-4.8726, -2.4743, -0.0804], [-4.1907, -1.0694, 0.7597], [-0.8741, -0.0712, -3.2946], [0.1321, -1.7090, 0.9039], [-1.0151, -1.9856, 1.1666], [1.2761, 0.5756, 0.7696], [1.5955, 1.1603, 1.7425], [0.1110, 1.3687, -4.3942], [-1.2484, 1.5322, -4.0846], [-2.1381, 0.3688, -4.5001], [-1.5245, -0.9687, -4.7125], [0.0361, -1.0476, -4.5130], [0.7045, 0.1718, -4.5411], [0.7558, 2.2616, -4.3087], [-1.4943, 2.3200, -3.3870], [-3.0623, 0.3293, -3.8970], [-1.9436, -1.8784, -4.6116], [0.5401, -1.9066, -4.3339], [1.7952, 0.0362, -4.5156], [-1.5524, 0.7818, 1.6427], [-1.7361, 0.9680, 2.8789], [-0.8614, 0.3523, 3.9517], [-0.1200, 1.4001, 4.7715], [-0.9371, 1.8526, 5.9857], [-2.1559, 2.6725, 5.5838], [-3.1604, 1.9065, 4.7178], [-2.7578, 1.7686, 3.3157], [-1.5304, -0.2415, 4.5944], [-0.1560, -0.3360, 3.4812], [0.8238, 0.9588, 5.1153], [0.1461, 2.2660, 4.1479], [-1.2579, 0.9689, 6.5549], [-0.2996, 2.4546, 6.6444], [-2.6774, 3.0009, 6.4895], [-1.8313, 3.5756, 5.0503], [-3.3502, 0.9214, 5.1649], [-4.1024, 2.4683, 4.7175], [-3.4652, 1.9395, 2.6258]], "total_charge": 4, "energy_ev": -64526.86490, "lumo_energy_ev": [-14.35, -17.82], "gap_ev": [6.52, 2.75], "spin_multiplicity": 4}